Computed, not measured: a 2-piece molecular cluster, C18H37Cl2N4O overall in a non-equilibrium geometry, with ωB97M-V/def2-TZVPD.

```
62
Properties=species:S:1:pos:R:3:forces:R:3
C -2.669382 -4.084132 3.049275 0.2 -0.3 -1.1
C -2.291812 -4.942391 1.727398 0.3 0.9 0.1
C -1.185748 -4.220754 0.818825 -0.3 -0.2 -0.3
C -1.562447 -2.715528 0.413874 -0.7 -0.6 0.1
C -2.630788 -2.808222 -0.781963 0.8 0.1 -0.1
C -1.840510 -3.042650 -2.155617 -0.4 0.9 -0.2
C -2.330357 -2.078618 -3.357642 1.1 -0.7 -0.4
C -1.510375 -0.704616 -3.382385 -1.1 -0.3 1.2
C -2.127673 0.285064 -2.284627 1.4 0.7 -0.7
C -1.192772 1.613731 -2.284885 -1.9 -1.0 0.9
N -0.122180 1.339734 -1.265329 0.0 1.2 -0.3
C 0.419317 2.363114 -0.602823 0.9 1.0 0.9
N 0.087061 3.757260 -0.796161 4.1 -1.9 3.7
C 0.989177 4.353902 0.128044 -0.6 -1.8 -0.4
C 1.166368 5.903321 0.377640 -0.3 -0.8 -0.8
Cl 1.983542 6.540117 -1.161670 0.4 -1.1 1.5
C -0.232567 6.707134 0.578345 0.9 1.5 0.5
C -0.041941 7.804252 1.748108 -1.1 -0.2 -0.1
Cl -0.576320 7.720739 -0.940425 -0.8 -0.9 1.3
N 1.763243 3.399194 0.834101 -1.6 2.3 -1.4
N 1.417224 2.147214 0.393138 -2.1 1.0 -2.1
H -3.490975 -3.369263 2.719533 0.9 -0.9 0.8
H -3.014528 -4.785249 3.877844 0.4 1.2 -1.0
H -1.790281 -3.434199 3.369971 -1.0 -1.0 -0.2
H -1.909686 -5.980382 1.978420 -0.6 1.3 -0.2
H -3.237106 -5.026893 1.104388 1.1 -0.2 0.8
H -0.149407 -4.318264 1.278172 -1.3 0.3 -0.3
H -1.149603 -4.813140 -0.161358 0.1 0.8 1.3
H -0.610489 -2.145678 0.117425 -1.4 -0.7 0.1
H -2.040584 -2.117932 1.251639 0.7 -0.9 -0.7
H -3.287714 -1.879195 -0.799758 0.9 -1.1 -0.2
H -3.334818 -3.690558 -0.632792 0.9 1.2 0.1
H -0.740443 -2.793276 -1.999785 -1.3 -0.5 -0.1
H -1.896198 -4.138276 -2.434255 0.0 1.4 0.1
H -2.085324 -2.624483 -4.325717 -0.5 0.7 1.1
H -3.449033 -1.887003 -3.322511 1.4 -0.2 0.0
H -0.426379 -0.893609 -3.058940 -1.3 0.1 -0.7
H -1.526954 -0.219423 -4.413651 0.0 -0.6 1.4
H -2.062026 -0.161824 -1.233781 -0.2 0.5 -1.5
H -3.201970 0.583631 -2.482157 1.3 -0.5 0.1
H -1.861159 2.446819 -1.879964 1.4 -0.8 -0.7
H -0.779632 1.846827 -3.312497 -0.4 -0.2 1.4
H 0.199516 0.378343 -1.080635 -0.4 0.9 -0.2
H 1.877275 6.046981 1.258398 -1.0 0.0 -1.3
H -1.133278 6.051296 0.762848 1.3 0.6 -0.3
H 0.457064 8.752529 1.370017 -0.4 -1.5 0.4
H 0.485002 7.383749 2.660124 -0.5 0.4 -1.1
H -1.090787 8.116085 2.081174 1.5 -0.4 -0.4
H 2.475775 3.569874 1.546209 -0.4 -0.2 -0.5
H 1.825676 1.255270 0.709373 0.0 0.5 0.0
C 4.767184 -1.325740 0.124631 0.0 0.3 -0.1
C 4.053698 -1.316756 1.467306 0.3 -0.7 -0.4
C 4.092998 -2.686382 2.124424 -0.1 0.0 0.3
O 2.691189 -0.917834 1.280596 -0.5 0.7 -0.1
H 4.287565 -2.025513 -0.567139 0.1 -0.1 0.1
H 4.721519 -0.337833 -0.341922 0.1 0.0 0.1
H 5.815358 -1.610490 0.236836 -0.1 0.0 0.0
H 4.519884 -0.579554 2.125973 -0.2 0.1 0.0
H 3.590134 -3.432645 1.501140 0.1 0.1 -0.1
H 3.567444 -2.668013 3.082295 0.1 0.0 0.0
H 5.121121 -3.011714 2.296221 -0.1 0.0 0.0
H 2.269326 -1.564049 0.699340 0.1 -0.1 0.2
```
Positions in Å, forces in eV/Å.

Values from the calculation:
- Electronic energy: -52309.8718 eV
- Net charge: +1
- Energy above the lowest of the compared OMol25 structures with the same formula, charge and spin: 351.6 kJ/mol
- Orbital gap: 9.49 eV

=====

Computed, not measured: C18H37DyOP3Se as an isolated structure in a non-equilibrium geometry, with ωB97M-V/def2-TZVPD.

```
61
Properties=species:S:1:pos:R:3:forces:R:3
Dy -1.561391 -0.205820 -1.748878 3.4 -0.3 2.2
P -1.981633 -1.712295 0.267168 0.2 -0.2 0.7
P 1.262653 0.006821 1.396168 0.0 0.0 1.2
P 1.005677 -1.099592 -2.296077 1.1 -1.0 -0.6
H -4.005239 2.306492 -4.237997 0.0 -0.3 0.2
C -3.604281 1.290744 -4.241556 1.4 -1.0 0.8
C -2.583323 0.847920 -3.429143 -2.5 1.4 -3.0
H -2.092127 1.579468 -2.689470 -0.4 -0.3 -1.6
C -3.384905 -1.377265 1.287199 -1.0 0.1 0.4
C -1.040096 -2.942657 1.126912 0.5 -0.9 0.1
C -2.649613 -2.542640 -1.248658 -0.4 -0.4 0.2
C 2.579997 1.209068 1.812095 0.3 0.5 -0.3
C 0.408657 0.109086 3.042768 -0.3 0.1 -0.3
C 2.242486 -1.515280 1.708225 0.0 -0.3 -0.2
C 0.699677 -1.110427 -4.115938 -0.1 0.2 0.0
C 1.294361 -2.859259 -1.867843 -0.4 -0.4 0.2
C 2.734485 -0.523670 -2.145143 0.4 0.7 0.3
H -3.999946 0.562281 -4.968916 0.1 0.6 0.3
H -2.194523 -0.179858 -3.791905 -0.3 1.6 0.2
H -4.091448 -0.686550 0.829347 -0.1 0.1 -0.1
H -3.072007 -0.925404 2.230504 0.2 0.0 0.0
H -3.924726 -2.293835 1.512576 -0.1 -0.1 0.1
H -0.651935 -2.558788 2.074164 -0.2 0.1 -0.1
H -0.193881 -3.304371 0.537405 -0.1 0.1 0.0
H -1.694639 -3.791803 1.335421 0.0 0.0 0.1
H -3.179509 -1.903241 -1.987992 -0.3 -0.2 0.2
H -3.413008 -3.189458 -0.819220 -0.3 -0.2 -0.4
H -1.959463 -3.181188 -1.803944 0.2 0.0 0.1
H 3.235880 0.812212 2.606830 -0.4 0.1 -0.3
H 2.134184 2.149738 2.167027 0.2 -0.2 -0.2
H 3.200834 1.417154 0.932773 0.0 0.1 0.2
H 1.124536 -0.122995 3.849185 -0.3 0.0 -0.3
H -0.448246 -0.583757 3.089292 0.3 0.3 0.2
H 0.047011 1.141994 3.181877 0.0 -0.4 0.0
H 2.805692 -1.389348 2.643614 -0.2 -0.1 -0.3
H 2.956211 -1.671394 0.890151 -0.1 -0.1 0.2
H 1.600337 -2.397768 1.801750 0.2 0.1 0.0
H 1.618449 -1.417988 -4.628370 -0.2 0.0 -0.1
H 0.434291 -0.098316 -4.459065 0.2 -0.1 0.0
H -0.112666 -1.792293 -4.411098 0.2 0.0 0.1
H 1.921808 -3.381735 -2.594429 0.0 0.3 -0.1
H 0.367393 -3.424452 -1.788781 -0.1 -0.1 -0.1
H 1.788099 -2.954166 -0.897493 0.0 0.3 0.0
H 3.382378 -0.961019 -2.932633 -0.6 0.1 0.3
H 3.170887 -0.824170 -1.173470 -0.4 0.1 -0.4
H 2.788955 0.571370 -2.206925 0.0 -0.3 -0.1
C 0.501163 3.390998 -3.236935 0.5 0.4 -0.8
C -0.674283 3.856054 -3.849288 0.1 -0.5 0.3
C -0.690663 3.973057 -5.248029 -0.3 -0.2 0.2
C 0.414152 3.661647 -6.031897 0.2 -0.3 0.5
C 1.603456 3.294980 -5.404046 0.1 0.1 0.1
C 1.665656 3.201403 -4.015820 -0.6 -0.1 0.5
Se 0.550210 3.045990 -1.326944 -0.1 -0.3 -0.3
H 1.981083 2.619826 -1.220976 -0.7 0.1 -0.2
H -1.580511 4.101218 -3.252866 0.7 -0.1 -0.5
H -1.617804 4.264074 -5.721164 0.0 0.2 -0.1
H 0.390171 3.658767 -7.113817 -0.2 0.3 0.1
H 2.492123 3.096920 -6.006412 -0.2 0.1 0.3
H 2.607679 3.017922 -3.505600 -0.1 -0.2 -0.2
O -1.996150 2.030936 1.031372 0.7 -3.7 -3.6
C -1.825919 1.248162 0.187120 -0.8 4.4 4.0
```
Positions in Å, forces in eV/Å.

Values from the calculation:
- Electronic energy: -138579.8854 eV
- 2S+1: 6
- Net charge: +3
- Energy above the lowest of the compared OMol25 structures with the same formula, charge and spin: 0.0 kJ/mol
- Orbital gap (alpha / beta): 5.56 / 5.79 eV
- <S²>: 9.3390

=====

Computed, not measured: a 3-piece molecular cluster, C18H37NO5 overall in a non-equilibrium geometry, with ωB97M-V/def2-TZVPD.

```
61
Properties=species:S:1:pos:R:3:forces:R:3
C 0.923461 -0.148526 1.665911 -0.3 0.0 -0.3
C 0.515017 -0.169454 0.185592 0.4 0.3 0.2
C 0.044808 1.182052 -0.298249 0.3 -0.3 0.0
O -1.052242 1.588357 0.500705 0.0 -0.1 0.1
C -1.627670 2.798501 0.144690 -0.2 0.5 0.1
C -0.683437 3.979220 0.094770 0.7 -0.1 -0.1
C 0.249811 4.104419 1.295920 -0.2 -0.1 0.0
C 1.608507 4.684273 0.941814 0.1 -0.2 0.3
C 2.469099 4.845112 2.183331 -0.2 -0.5 0.2
N 2.722117 3.531945 2.800470 0.1 0.1 -0.3
O -2.682900 3.035911 1.086042 -0.1 -0.5 0.2
C -2.594054 2.397086 2.296677 1.7 0.8 2.0
C -3.702648 1.413907 2.552599 0.4 0.1 0.1
O -1.741967 2.673183 3.146374 -1.9 -0.6 -2.1
H 0.617103 -1.071285 2.145272 0.2 -0.2 0.2
H 1.994443 -0.016978 1.756589 0.2 -0.1 0.2
H 0.442247 0.667147 2.194707 -0.1 0.1 0.1
H 1.396981 -0.409574 -0.403207 0.0 -0.2 -0.2
H -0.218421 -0.937406 -0.018856 -0.3 0.0 0.0
H 0.882635 1.874120 -0.199434 0.0 0.3 0.1
H -0.226875 1.143777 -1.350560 -0.2 0.0 -0.2
H -2.128908 2.696340 -0.819563 -0.2 0.0 -0.2
H -1.254007 4.888915 -0.057278 -0.3 0.1 0.0
H -0.070285 3.870784 -0.801796 0.0 -0.1 -0.2
H -0.233987 4.676776 2.083916 0.0 0.2 0.1
H 0.404748 3.115492 1.715037 0.0 -0.2 0.1
H 2.119882 3.973471 0.293210 0.1 0.0 -0.3
H 1.518287 5.632328 0.418161 0.0 0.2 -0.1
H 1.947292 5.499406 2.884193 0.1 0.4 0.0
H 3.434402 5.270189 1.934937 0.1 0.2 -0.1
H 3.519567 3.587407 3.414612 0.1 0.0 0.1
H 1.934737 3.254779 3.365679 -0.1 -0.1 0.1
H -4.522351 1.928151 3.043896 -0.2 0.1 0.0
H -3.331348 0.671987 3.247911 0.1 -0.1 0.1
H -4.047837 0.931503 1.648579 -0.1 0.1 -0.2
C 0.168018 -1.556206 -5.184785 0.1 0.0 0.0
C 0.498601 -2.704205 -4.234318 -0.1 0.0 0.0
C 0.803717 -1.958457 -2.942780 0.0 0.1 0.0
O -0.012699 -0.780206 -2.959179 0.0 -0.1 -0.1
C -0.572147 -0.597683 -4.262537 -0.1 0.0 0.1
H -0.427392 -1.855136 -6.045915 0.0 0.0 0.0
H 1.088211 -1.094659 -5.549529 0.0 0.0 0.0
H -0.375083 -3.346923 -4.102694 0.0 0.0 0.0
H 1.329569 -3.323626 -4.567419 0.0 0.0 0.0
H 1.854852 -1.654850 -2.897275 0.0 0.0 0.0
H 0.578380 -2.539487 -2.048851 0.0 0.0 0.0
H -1.641244 -0.833185 -4.221042 0.0 0.0 0.0
H -0.459735 0.447115 -4.555180 0.0 0.0 0.0
C -1.146616 -5.113159 0.382518 0.0 0.0 -0.1
C -0.120007 -6.020659 1.055962 0.0 0.0 0.1
C 1.189775 -5.362004 0.642651 0.0 0.0 -0.1
O 0.914803 -3.964569 0.518719 0.0 0.0 -0.1
C -0.496475 -3.746211 0.543479 0.0 0.0 0.1
H -2.138512 -5.162800 0.828423 0.0 0.0 0.0
H -1.235058 -5.367730 -0.676402 0.0 0.0 0.0
H -0.237443 -5.979670 2.140939 0.0 0.0 0.0
H -0.183532 -7.062414 0.745874 0.0 0.0 0.0
H 1.536013 -5.739368 -0.325982 0.0 0.0 0.0
H 1.986851 -5.503073 1.372902 0.0 0.0 0.0
H -0.764338 -3.290447 1.503261 0.0 0.0 0.0
H -0.764718 -3.053702 -0.253493 0.0 0.0 0.0
```
Positions in Å, forces in eV/Å.

Values from the calculation:
- Electronic energy: -30992.6246 eV
- Net charge: 0
- Energy above the lowest of the compared OMol25 structures with the same formula, charge and spin: 17.6 kJ/mol
- Orbital gap: 9.78 eV
- SMILES: CCCO[C@H](CCCCN)OC(C)=O.C1CCOC1.C1CCOC1